Record 1
Computed, not measured: a single C6H10O molecule, with ωB97M-V/def2-TZVPD.

CARTESIAN COORDINATES (ANGSTROEM)
H  1.924  0.925  -1.073
H  0.707  -1.094  -1.558
H  1.767  0.567  1.234
C  -1.383  -0.436  0.444
H  -2.067  -0.623  -1.539
H  -0.563  0.149  2.333
C  0.793  0.811  0.800
C  0.885  0.903  -0.739
H  0.515  1.795  1.198
H  0.161  -2.116  1.022
C  -1.223  -0.427  -0.881
C  -0.205  -0.221  1.364
C  0.119  -0.170  -1.520
H  -2.364  -0.610  0.890
O  0.471  -1.453  1.648
H  0.471  1.861  -1.055
H  -0.007  0.138  -2.567

Force components x, y, z for each atom (eV/Å):
0.011 -0.088 0.105
-0.101 -0.031 0.064
-0.113 0.008 -0.042
-0.010 0.098 -0.165
0.054 0.029 0.143
0.067 -0.081 -0.158
0.003 -0.044 0.094
0.008 0.293 -0.167
0.045 -0.160 -0.094
0.035 0.057 0.059
-0.018 -0.172 0.091
-0.081 0.386 -0.039
-0.028 -0.139 0.093
0.234 -0.019 -0.127
-0.064 -0.209 -0.182
-0.057 0.087 0.068
0.014 -0.015 0.259

charge: 0
orbital gap: 0.3895 hartree
SMILES string: O[C@@H]1C=CCCC1
2S+1: 1
E_LUMO: 0.96 eV



Record 2
Computed, not measured: 2 unconnected molecules or ions with the total composition C4H10O2S in a non-equilibrium geometry, with ωB97M-V/def2-TZVPD.

CARTESIAN COORDINATES (ANGSTROEM)
H  -2.052  0.137  -2.831
C  0.115  0.349  0.588
H  -1.090  -0.148  2.261
H  1.435  -0.897  1.778
C  1.237  -0.695  0.713
H  0.876  -1.663  0.357
H  -0.665  0.550  -3.307
H  -2.429  0.716  -0.507
H  -0.035  0.642  -0.449
C  2.552  -0.246  0.148
H  -1.294  -1.290  0.953
C  -1.183  -0.231  1.176
O  2.750  0.854  -0.284
H  3.364  -0.999  0.183
O  -1.382  0.819  -2.744
S  -2.602  0.877  0.809
H  0.405  1.223  1.159

Force components x, y, z for each atom (eV/Å):
-0.028 -0.072 -0.126
0.083 -0.867 0.207
-0.087 -0.263 0.078
0.020 0.078 -0.031
-0.586 0.409 0.520
0.432 -0.074 -0.434
0.446 -0.171 -0.369
-0.203 0.297 -0.132
0.088 0.002 -0.045
-0.179 -0.623 -0.017
-0.479 0.073 -0.337
0.496 1.222 0.672
0.123 0.323 -0.164
0.057 0.031 -0.024
-0.442 0.189 0.454
0.344 -0.877 -0.145
-0.085 0.322 -0.105

charge: 0
orbital gap: 0.3499 hartree
SMILES string: O=CCCCS.O
2S+1: 1
E_LUMO: 0.53 eV



Record 3
Computed, not measured: a molecular structure, C16H13CoF5N4SSeTe4 in a non-equilibrium geometry, with ωB97M-V/def2-TZVPD.

CARTESIAN COORDINATES (ANGSTROEM)
C  2.112  -0.415  3.749
N  -0.727  1.479  1.548
C  4.528  -1.306  -0.723
C  -2.417  1.864  -2.954
N  -2.259  -0.182  -1.658
F  3.267  -3.226  -0.980
C  -1.142  3.261  -0.584
Te  -4.278  -1.613  0.721
C  2.091  -1.166  -0.838
H  -3.232  1.690  -4.911
C  3.281  -1.890  -0.851
C  4.636  0.063  -0.579
H  -2.973  -1.888  -2.550
H  -2.020  3.901  -0.446
C  0.823  0.045  4.428
Se  0.390  -2.106  -0.752
Te  -2.389  -3.435  0.042
H  2.733  0.442  3.475
H  1.053  0.541  5.376
Co  -1.765  -0.880  0.114
N  -1.349  1.001  0.421
S  -1.042  -1.104  2.290
C  -2.958  1.172  -3.998
H  -2.274  2.935  -3.014
Te  -2.761  -5.650  1.559
C  -1.514  1.810  -0.615
F  3.579  2.162  -0.499
H  2.692  -1.065  4.410
H  -3.605  -0.817  -4.664
C  -2.810  -0.823  -2.686
C  -2.056  1.190  -1.755
C  3.485  0.825  -0.607
Te  -3.753  -5.040  -1.672
H  -0.463  3.438  0.246
H  0.195  -0.817  4.653
C  2.251  0.214  -0.754
H  1.875  -0.974  2.842
H  -0.653  3.558  -1.514
F  5.843  0.644  -0.433
C  -3.169  -0.225  -3.873
N  0.037  0.975  3.637
F  1.196  1.027  -0.839
H  0.452  1.889  3.527
F  5.645  -2.059  -0.734
C  -0.553  0.558  2.442

Force components x, y, z for each atom (eV/Å):
-0.007 -0.027 -0.001
-0.003 -0.124 -0.131
-0.041 0.010 -0.034
-0.011 -0.023 0.059
0.031 -0.100 0.161
-0.026 -0.011 0.061
0.029 -0.008 0.029
0.028 -0.309 -0.039
-0.534 -0.270 0.297
-0.006 0.003 0.002
0.090 -0.098 -0.026
-0.016 -0.006 -0.003
0.010 0.003 -0.002
-0.004 -0.003 -0.004
0.084 0.064 -0.088
1.019 0.321 -0.520
-0.970 -0.861 0.023
0.006 -0.004 0.015
-0.018 -0.008 0.008
0.479 1.505 0.287
0.036 -0.100 0.104
-0.032 0.068 -0.061
-0.003 -0.051 -0.010
0.016 -0.002 -0.021
-0.054 -0.014 -0.055
-0.111 0.007 -0.121
0.004 0.025 -0.017
-0.002 0.005 -0.004
0.012 0.007 -0.011
0.004 -0.054 -0.059
-0.031 0.088 0.017
-0.033 -0.043 -0.023
0.112 -0.091 0.081
0.009 0.004 -0.005
0.012 -0.012 0.016
-0.084 0.110 -0.124
0.003 0.022 -0.015
-0.002 0.002 -0.003
0.035 0.020 -0.023
0.017 0.052 0.036
-0.147 -0.110 0.119
0.044 -0.054 0.100
0.013 -0.003 -0.072
0.012 -0.010 0.024
0.030 0.082 0.032

⟨S²⟩: 3.869
charge: -2
orbital gap (spin up / spin down): 0.1391 / 0.1869 hartree
2S+1: 4
E_LUMO (spin up / spin down): 3.90 / 3.47 eV



Record 4
Computed, not measured: a single C6H10N2 molecule in a non-equilibrium geometry, with ωB97M-V/def2-TZVPD.

CARTESIAN COORDINATES (ANGSTROEM)
N  1.431  -0.947  0.104
H  0.110  -2.311  1.741
H  2.327  -0.673  1.955
H  1.429  1.399  -0.659
C  2.410  -0.899  0.888
H  0.316  -0.241  -2.210
H  -1.120  0.870  -2.273
C  0.086  -0.882  0.454
H  -0.069  2.371  -0.534
H  -2.589  1.084  -0.435
C  -0.308  0.468  -1.681
H  -2.570  -0.493  0.354
C  0.351  1.394  -0.724
N  -0.507  -1.642  1.284
H  3.403  -1.067  0.488
C  -2.037  0.448  0.254
H  -2.023  0.929  1.230
C  -0.640  0.192  -0.237

Force components x, y, z for each atom (eV/Å):
0.649 -0.869 -0.587
0.174 0.056 -0.195
-0.117 -0.081 0.066
-0.087 -0.505 0.419
-0.320 0.140 0.173
0.066 0.031 0.070
-0.063 -0.125 -0.011
0.062 0.090 0.819
-0.237 0.074 -0.294
0.045 0.097 -0.052
-0.164 0.077 -0.332
0.012 -0.108 -0.004
-1.510 -0.454 0.494
-0.156 -0.054 0.025
0.142 0.050 -0.024
0.124 0.461 0.059
-0.082 -0.028 0.118
1.463 1.147 -0.743

charge: 0
orbital gap: 0.3738 hartree
SMILES string: [H]/N=C(\N=C)C1(C)CC1
2S+1: 1
E_LUMO: 0.82 eV



Going through the records in order, we get energy values of -309.83117, -707.05076, -6590.36715, -344.06482 hartree.
Going through the records in order, we get relative energy (zero: lowest compared OMol25 entry of this formula, charge and spin) values of 29.4, 111.9, 0.0, 188.8 kJ/mol.